48
Properties=species:S:1:pos:R:3:forces:R:3 method="wB97M-V/def2-TZVPD" homo_lumo_gap_ev=2.81 total_charge=+2 de_lowest_kj_mol=1468.0 spin_multiplicity=1
Al 0.3561 -1.5681 2.3274 -2.298 1.263 12.702
F -0.8699 -0.2814 1.3487 1.552 -2.335 0.081
C -2.9033 0.0042 0.2412 -6.615 5.977 0.614
Br -2.8045 -1.9994 0.5987 -11.954 -6.876 9.382
Br -4.1361 0.9443 1.3941 -4.545 -2.752 -3.925
Br -3.4912 0.4369 -1.5826 -1.754 1.309 0.046
H -1.9201 0.4033 0.4906 -0.129 -0.786 -0.475
O 0.6276 -1.7145 0.8790 3.377 -2.557 -12.126
P 0.9526 -1.6243 -0.5830 3.265 0.801 -4.762
N 1.5145 -0.0862 -1.0567 -0.191 -2.835 1.614
C 2.1675 0.1430 -2.3579 -0.497 1.068 0.710
C 1.2616 1.1019 -0.2486 0.403 0.226 0.508
N -0.4726 -1.7435 -1.5153 0.106 -1.844 3.457
C -0.5540 -1.6942 -2.9875 -0.665 -0.190 0.267
C -1.7186 -1.4435 -0.8227 5.963 -1.374 -11.101
N 2.0108 -2.8352 -1.1758 -0.892 1.526 1.153
C 1.5400 -4.1058 -1.7153 -0.770 -0.341 0.047
C 3.3767 -2.8723 -0.5663 0.005 2.090 -0.537
H 2.8619 0.9731 -2.2283 0.706 -0.485 0.202
H 1.4337 0.6560 -2.9796 -0.191 -0.677 -0.717
H 2.6264 -0.7653 -2.7484 -0.140 0.320 -0.152
H 0.7070 0.9224 0.6724 -0.043 -0.286 -0.404
H 0.7151 1.8416 -0.8336 0.095 0.149 -0.030
H 2.2117 1.4991 0.1088 0.080 0.343 -0.332
H -1.0517 -0.7457 -3.1895 -0.121 -0.245 -0.681
H 0.4103 -1.7008 -3.4957 0.141 -0.012 0.569
H -1.0972 -2.5833 -3.3077 -0.202 0.281 -0.371
H -2.5439 -2.0664 -1.1675 0.605 0.528 -3.341
H -1.7056 -1.4537 0.2672 10.244 4.199 1.267
H -1.9263 -0.4062 -1.0856 0.957 -0.867 0.259
H 2.0632 -4.3484 -2.6402 -0.055 0.099 0.014
H 1.6428 -4.9452 -1.0275 0.374 0.125 0.222
H 0.4648 -4.0534 -1.8865 0.046 0.043 -0.362
H 3.7811 -1.8677 -0.6899 -0.153 0.479 0.408
H 4.1355 -3.3531 -1.1838 -0.632 -1.058 0.172
H 3.3868 -3.0651 0.5064 0.038 -0.677 -0.231
C -1.9065 1.5538 2.4494 1.776 1.032 1.765
O -1.5802 2.8509 2.0249 -1.043 -1.039 -1.653
C -1.2714 3.6949 2.9461 3.265 4.377 2.483
O -1.1185 3.4580 4.1275 -0.699 0.387 -1.495
O -0.8958 4.9182 2.3110 -1.645 -2.630 0.068
C -0.2330 5.9372 3.0593 0.520 -0.750 0.853
H -2.9817 1.3843 2.5075 2.571 1.298 2.300
H -1.4404 1.2340 3.3814 0.226 0.524 0.240
H -1.5219 0.8645 1.6977 -0.721 1.995 1.315
H 0.2380 6.6241 2.3561 -0.386 -0.125 -0.064
H 0.5524 5.4298 3.6194 0.100 0.310 0.245
H -0.8935 6.4468 3.7608 -0.072 -0.008 -0.206

70
Properties=species:S:1:pos:R:3:forces:R:3 method="wB97M-V/def2-TZVPD" homo_lumo_gap_ev=9.49 smiles="C[C@H](Br)C[C@@H](CC(=O)Cl)OC(=O)I.ClCCCl.ClCCCl.ClCCCl.ClCCCl.ClCCCl.ClCCCl" spin_multiplicity=1
C 2.6766 6.1926 -5.5071 0.089 -0.902 -0.390
C 3.0563 5.4030 -4.0826 -1.870 0.479 -0.931
Br 4.9997 5.7598 -3.7596 -0.949 -0.576 0.097
C 2.6691 3.8282 -4.3220 0.651 -0.090 -0.458
C 3.1046 2.8128 -3.1084 -0.570 1.326 0.448
C 1.8581 2.7104 -2.0483 -0.089 -0.030 0.087
C 0.5256 1.9393 -2.6117 -6.264 4.062 1.337
O -0.6695 2.5642 -2.4398 7.824 -4.266 -1.249
Cl 0.4681 0.2715 -3.4197 0.545 2.359 1.059
O 3.4712 1.5237 -3.7474 1.708 -0.828 3.010
C 4.1575 0.6260 -2.8055 -4.898 -3.315 4.065
O 3.4615 -0.1349 -1.9231 4.717 5.370 -6.080
I 6.3739 0.4527 -2.8482 -2.132 0.370 -0.240
H 1.7716 6.9233 -5.3786 1.918 -1.291 -0.177
H 3.6432 6.7055 -5.9595 -2.265 -0.872 1.122
H 2.3514 5.3581 -6.2950 0.635 1.858 1.696
H 2.4720 5.9028 -3.1694 1.386 -1.288 -2.042
H 3.2184 3.4762 -5.3169 -1.075 0.724 2.232
H 1.5046 3.7927 -4.5505 2.380 0.027 0.673
H 4.0332 3.2744 -2.5204 -1.894 -1.058 -1.357
H 1.5304 3.8324 -1.8127 0.441 -2.567 -0.674
H 2.1371 2.2347 -1.0069 -0.428 0.636 -2.276
Cl -3.9511 -2.4564 -0.0700 -0.082 -0.045 0.011
C -2.2866 -2.1957 -0.6479 0.386 0.090 -0.114
C -2.2477 -1.7154 -2.0898 0.131 0.186 0.212
Cl -2.7624 -2.9799 -3.2338 -0.047 -0.012 0.006
H -1.7316 -3.1305 -0.5189 -0.216 0.170 -0.106
H -1.8388 -1.4421 0.0070 -0.094 -0.057 -0.179
H -1.2244 -1.4398 -2.3624 -0.249 -0.131 0.178
H -2.8872 -0.8398 -2.2407 0.087 -0.246 0.064
Cl 6.2213 0.4834 -7.2443 0.025 0.022 0.055
C 7.6504 -0.4802 -7.6931 0.217 -0.152 -0.098
C 8.1788 -1.3013 -6.5278 -0.144 -0.232 -0.263
Cl 8.8984 -0.2805 -5.2578 0.137 0.020 -0.045
H 8.4118 0.2026 -8.0837 -0.171 -0.118 0.200
H 7.3414 -1.1445 -8.5059 0.045 0.035 0.207
H 8.9669 -1.9761 -6.8757 -0.108 0.178 0.008
H 7.3899 -1.9070 -6.0707 0.115 0.242 -0.075
Cl -6.4434 -0.4829 5.6216 -0.049 -0.013 0.110
C -5.2207 -1.1573 4.5159 0.228 -0.177 -0.293
C -5.8428 -2.0151 3.4256 0.167 0.293 -0.148
Cl -6.5258 -3.5291 4.0690 -0.030 -0.002 0.067
H -4.4986 -1.7241 5.1124 -0.280 0.138 -0.227
H -4.6973 -0.3077 4.0670 -0.131 -0.152 0.011
H -5.0796 -2.2979 2.6943 -0.058 0.066 0.192
H -6.6387 -1.4808 2.8971 0.124 -0.123 0.215
Cl -2.1235 -3.8493 9.5952 0.071 0.022 0.012
C -3.5111 -2.8925 9.0195 -0.314 0.194 -0.120
C -3.7736 -3.0964 7.5359 -0.309 -0.166 0.228
Cl -2.4889 -2.3918 6.5230 0.187 -0.046 0.049
H -3.3198 -1.8406 9.2546 0.051 -0.258 -0.127
H -4.3810 -3.2168 9.5987 0.132 -0.013 -0.181
H -4.7073 -2.6015 7.2522 0.115 -0.019 0.126
H -3.8613 -4.1580 7.2840 0.121 0.238 0.082
Cl -2.1809 -7.9912 10.7858 -0.010 -0.035 -0.020
C -0.5165 -7.7305 10.2079 0.295 0.078 -0.087
C -0.4775 -7.2502 8.7660 0.114 0.241 0.186
Cl -0.9922 -8.5147 7.6220 -0.042 -0.014 -0.001
H 0.0386 -8.6653 10.3370 -0.203 0.170 -0.110
H -0.0686 -6.9769 10.8628 -0.099 -0.050 -0.173
H 0.5458 -6.9746 8.4935 -0.137 -0.102 0.112
H -1.1170 -6.3746 8.6152 0.068 -0.274 0.078
Cl -4.2206 6.0040 -5.2720 0.027 0.036 -0.030
C -3.4581 5.0568 -3.9705 0.133 -0.200 0.235
C -2.8671 5.9429 -2.8857 -0.282 -0.264 0.169
Cl -1.4470 6.8520 -3.4596 0.056 0.052 -0.039
H -2.6987 4.4097 -4.4211 -0.121 0.234 0.112
H -4.2384 4.4186 -3.5449 0.137 0.169 0.003
H -2.5306 5.3278 -2.0456 -0.026 0.010 -0.227
H -3.6011 6.6619 -2.5079 0.172 -0.107 -0.215

14
Properties=species:S:1:pos:R:3:forces:R:3 method="wB97M-V/def2-TZVPD" homo_lumo_gap_ev="7.06 / 5.63" total_charge=+1 de_lowest_kj_mol=255.2 s_squared=3.7627 spin_multiplicity=4
Co 0.2941 -0.7303 2.5235 0.420 -0.903 3.827
Br 0.0149 -0.2495 0.5919 0.403 -0.123 -0.223
O 1.5078 -2.1474 -0.6141 0.551 -0.301 -0.270
H 1.1741 -1.5474 0.0529 1.161 -1.218 -0.532
H 1.1341 -2.9972 -0.3810 -0.061 -0.547 -0.170
O 1.9613 1.0936 -1.2731 -0.042 0.162 -0.106
H 1.3188 0.7639 -0.6448 0.636 0.532 -0.552
H 2.8091 0.8677 -0.8903 0.448 -0.089 -0.063
O -0.9251 1.8076 -0.8113 -0.506 0.497 -0.552
H -0.9483 2.3686 -0.0361 0.000 0.524 0.157
H -0.6026 0.9660 -0.4889 -0.942 1.603 -1.594
O -2.8240 -0.3688 0.6806 -0.335 -0.398 0.435
H -3.0471 0.5601 0.6213 -0.325 0.361 -0.198
H -1.8671 -0.3870 0.6695 -1.409 -0.099 -0.160

18
Properties=species:S:1:pos:R:3:forces:R:3 method="wB97M-V/def2-TZVPD" homo_lumo_gap_ev=6.00 total_charge=-1 smiles="CN(C)C(=O)CC[S-]" de_lowest_kj_mol=161.7 spin_multiplicity=1
C -0.1436 1.0039 1.3213 -0.181 1.538 -1.265
N 0.7791 0.2497 0.5439 2.495 -0.768 -1.176
C 2.2663 0.5964 0.6814 -3.077 0.222 -0.006
C 0.5410 -0.6245 -0.5787 -0.586 0.750 0.931
O 1.3052 -1.5499 -0.7477 0.322 -0.052 -0.635
C -0.6928 -0.3458 -1.4091 -0.894 1.168 1.351
C -1.8488 -1.2391 -0.7572 -1.370 1.966 0.674
S -3.6223 -0.4961 -0.8090 1.489 -0.339 -0.062
H 0.1123 2.0804 1.2009 -0.443 -0.147 -0.131
H -1.1383 0.8275 0.9054 -0.182 0.149 0.495
H -0.0926 0.8899 2.4058 -0.003 -0.838 0.040
H 2.6979 -0.1308 0.0127 0.925 -0.218 0.567
H 2.4145 0.5224 1.7679 0.976 -0.006 -0.494
H 2.4518 1.6302 0.2761 -0.187 -0.705 0.612
H -0.8010 0.8117 -1.4860 -0.607 -1.985 0.708
H -0.6801 -0.6404 -2.4241 0.830 -0.618 -1.050
H -1.9468 -2.2191 -1.2130 0.585 0.036 -0.220
H -1.6017 -1.3662 0.3095 -0.093 -0.153 -0.339

65
Properties=species:S:1:pos:R:3:forces:R:3 method="wB97M-V/def2-TZVPD" homo_lumo_gap_ev=10.01 de_lowest_kj_mol=64.9 spin_multiplicity=1
O -2.8041 -2.9278 0.7524 -0.127 -0.948 0.403
S -2.6931 -1.6274 0.1786 0.097 0.243 -0.333
O -3.6771 -0.7200 1.1290 0.417 0.220 -0.340
C -4.0900 0.5515 0.5663 -0.246 0.290 0.090
C -3.0390 1.2176 -0.2970 0.253 0.012 0.570
C -1.7075 1.1985 0.4755 0.379 0.197 -0.676
C -1.0168 2.5587 0.4634 -0.058 -0.440 0.179
C 0.1455 2.6398 1.4622 -0.289 0.719 -0.393
C 0.0260 3.7810 2.4527 0.386 -0.288 0.007
Br -0.1883 5.5003 1.5642 -0.028 -0.058 0.126
C -0.8140 0.0822 -0.0449 -0.146 -0.252 0.727
O -1.1834 -1.1631 0.6251 -0.458 0.346 -0.289
H -4.2576 1.2075 1.4150 -0.027 -0.096 0.320
H -5.0513 0.4481 0.0739 -0.087 -0.282 -0.236
H -3.3050 2.2535 -0.4779 -0.378 0.163 0.007
H -2.9478 0.7529 -1.2706 0.038 -0.146 -0.206
H -1.8931 0.9461 1.5151 -0.157 0.027 0.268
H -0.6690 2.7921 -0.5400 -0.005 0.111 -0.161
H -1.7722 3.2946 0.7181 -0.097 0.264 0.001
H 0.2198 1.7316 2.0533 0.152 -0.274 0.008
H 1.0631 2.8025 0.9091 0.340 -0.292 0.034
H -0.7755 3.6395 3.1664 -0.343 0.190 -0.075
H 0.9514 3.8525 3.0059 0.148 0.173 0.193
H -0.9281 -0.0626 -1.1157 0.176 0.104 -0.222
H 0.2275 0.2498 0.2023 0.188 -0.163 -0.043
C -3.6310 -6.0408 -0.7598 -0.114 0.187 -0.094
C -2.9958 -5.9471 -2.1244 -0.021 0.048 0.012
O -3.2018 -5.0112 -2.8612 0.011 -0.013 -0.007
C -2.0841 -7.0816 -2.5310 0.024 0.116 -0.171
H -4.2540 -5.1671 -0.5885 0.031 0.025 0.018
H -4.2465 -6.9401 -0.6950 0.111 -0.072 0.060
H -2.8587 -6.0762 0.0096 -0.024 -0.102 0.028
H -2.6365 -8.0225 -2.5343 0.051 -0.037 0.113
H -1.2522 -7.1619 -1.8295 -0.055 -0.101 0.063
H -1.6933 -6.8941 -3.5284 -0.008 0.011 -0.003
C 3.2891 -2.6704 -1.3487 -0.142 0.161 -0.155
C 2.7213 -1.7357 -0.3147 -0.032 0.025 0.019
O 2.5892 -0.5511 -0.5306 -0.051 0.042 0.006
C 2.3210 -2.3434 1.0066 -0.034 0.185 0.032
H 3.5363 -2.1078 -2.2465 0.007 0.007 0.004
H 4.1895 -3.1424 -0.9646 -0.014 -0.126 0.049
H 2.5538 -3.4384 -1.5989 0.040 -0.060 0.082
H 3.1883 -2.8067 1.4797 -0.028 -0.112 -0.044
H 1.5510 -3.1008 0.8520 0.064 -0.075 0.018
H 1.9278 -1.5687 1.6610 -0.014 -0.002 -0.005
C 7.6997 -4.3970 -2.2867 -0.114 -0.047 0.171
C 7.1235 -3.0449 -1.9457 -0.001 0.031 0.031
O 6.4217 -2.8825 -0.9739 0.104 -0.036 0.001
C 7.4595 -1.9031 -2.8721 -0.119 0.102 0.140
H 7.3824 -5.1255 -1.5445 -0.005 0.007 0.008
H 7.3520 -4.7140 -3.2711 0.113 0.033 -0.056
H 8.7895 -4.3471 -2.2955 0.006 0.003 -0.130
H 7.1020 -2.1220 -3.8795 0.119 -0.033 -0.041
H 8.5397 -1.7533 -2.9045 0.011 -0.059 -0.117
H 6.9835 -0.9931 -2.5146 -0.007 -0.007 0.010
C -2.1577 8.4442 2.0352 -0.070 0.036 -0.188
C -3.6468 8.2109 1.9686 -0.004 -0.020 -0.049
O -4.1852 7.8276 0.9569 -0.001 -0.001 0.018
C -4.4348 8.4774 3.2294 -0.150 -0.062 -0.119
H -1.7128 8.2164 1.0699 -0.007 -0.006 -0.011
H -1.9530 9.4869 2.2853 0.014 -0.031 0.124
H -1.7127 7.7996 2.7926 0.026 0.097 0.089
H -4.3201 9.5203 3.5290 0.084 -0.030 0.093
H -4.0772 7.8360 4.0365 0.068 0.096 0.053
H -5.4872 8.2718 3.0498 0.000 -0.003 -0.013

14
Properties=species:S:1:pos:R:3:forces:R:3 method="wB97M-V/def2-TZVPD" homo_lumo_gap_ev=7.28 de_lowest_kj_mol=535.7 spin_multiplicity=1
C -1.4145 -0.0581 0.1819 -0.224 1.143 -1.124
C 0.8043 -1.1500 0.0096 -2.043 -2.184 3.233
C 1.4062 0.1904 0.0394 4.003 -1.912 -0.126
C -0.6981 1.2010 -0.3187 -1.583 5.592 2.680
H -2.5260 -0.1124 -0.1157 1.815 0.023 -0.890
H -1.6609 -0.2095 1.1978 0.908 0.337 1.988
H -0.5622 -0.9473 -1.3400 -0.625 -0.752 1.450
H 1.1748 -2.0638 -0.5277 0.634 1.566 -0.191
H 0.7008 -1.6369 1.0432 1.347 0.940 -0.466
H 2.5500 -0.0194 0.0552 -1.797 2.041 0.005
H 1.2975 2.2551 -0.0295 -2.563 -3.255 -0.525
H -1.1866 2.4119 0.1949 1.353 -3.818 -1.750
N -0.5849 -1.1386 -0.2928 -2.179 -0.841 -4.703
N 0.6994 1.2776 -0.0977 0.955 1.121 0.418

15
Properties=species:S:1:pos:R:3:forces:R:3 method="wB97M-V/def2-TZVPD" homo_lumo_gap_ev=10.22 total_charge=+1 de_lowest_kj_mol=396.3 spin_multiplicity=1
C -0.3570 -0.1174 0.1710 -2.520 -3.415 -0.547
C -1.6486 -1.7198 0.0769 2.159 2.746 0.019
C -1.1296 -0.0904 1.4590 0.111 0.639 0.589
C 1.6130 1.4732 -0.3622 0.615 0.926 0.141
C 1.4735 0.5062 -1.4874 0.486 -0.214 -0.942
N 0.6231 0.4409 -0.3515 -0.389 -0.046 0.655
O -2.1318 -1.0423 1.1726 -0.073 -0.174 -0.031
H -2.3238 -1.7796 -0.7681 -0.022 -0.085 -0.021
H -0.9428 -2.5253 0.2416 -0.086 -0.204 0.068
H -0.4741 -0.3888 2.2913 -0.050 -0.039 -0.112
H -1.6029 0.8617 1.7269 0.117 -0.047 -0.051
H 2.4522 1.3799 0.3142 -0.085 -0.202 0.098
H 1.2331 2.4797 -0.4771 -0.078 -0.021 -0.071
H 1.0162 0.8139 -2.4165 -0.142 0.133 0.026
H 2.1997 -0.2919 -1.5907 -0.042 0.002 0.180